# 1
ORCA calculation (ωB97M-V/def2-TZVPD) on C44H37NP2PdS3Sb as an isolated structure.

LUMO (spin up / spin down) in eV: -2.377 / -2.514
Multiplicity: 2
Charge: 0
HOMO-LUMO gap (spin up / spin down) in Ha: 0.159 / 0.152
Energy in eV: -108816.490

Last column: Löwdin charge in e.
Cartesian coordinates (Å):
Pd (-0.33665, -0.82634, -0.30378)  0.369
C (-2.19510, 1.45448, 1.61384)  -0.280
P (-0.40136, 1.37705, 1.14668)  1.268
C (0.37058, 2.49271, 2.32616)  -0.408
C (-0.04555, 3.82191, 2.44549)  -0.091
C (0.57939, 4.65607, 3.35384)  -0.073
C (1.61639, 4.17687, 4.14654)  -0.067
C (2.05756, 2.86817, 4.00440)  -0.069
C (1.45013, 2.02943, 3.08642)  -0.083
C (1.06375, 1.88916, -1.78104)  -0.328
C (1.11529, 0.74521, -2.81664)  -0.578
C (2.10918, 0.89942, -3.91749)  -0.134
C (3.09385, 1.79539, -3.87233)  -0.087
C (3.19658, 2.73865, -2.76808)  -0.079
C (2.25965, 2.79594, -1.82449)  -0.076
C (-2.28401, 0.10621, 2.19958)  -0.368
C (-2.59078, -0.30325, 3.50890)  -0.033
C (-2.21861, -1.63730, 3.59248)  -0.047
C (-1.66851, -1.99268, 2.34084)  -0.396
C (-0.88022, -3.17836, 1.93574)  -0.279
P (0.71535, -2.52855, 1.24649)  0.998
C (1.55398, -4.12457, 0.93012)  -0.352
C (1.62820, -5.07319, 1.94993)  -0.090
C (2.10640, -6.34370, 1.68241)  -0.078
C (2.52452, -6.68013, 0.40120)  -0.078
C (2.52310, -5.71913, -0.59658)  -0.068
C (2.04868, -4.44377, -0.32644)  -0.126
C (1.69489, -1.96734, 2.67771)  -0.364
C (3.01435, -1.60544, 2.39242)  -0.102
C (3.87676, -1.24052, 3.41097)  -0.080
C (3.42453, -1.21866, 4.72510)  -0.088
C (2.10501, -1.53471, 5.00781)  -0.076
C (1.23636, -1.90330, 3.98853)  -0.077
N (-1.74704, -0.95340, 1.50071)  -0.022
H (-2.80491, 1.58750, 0.72040)  0.057
H (-2.40043, 2.24571, 2.33181)  0.095
H (-0.84306, 4.19642, 1.81336)  0.107
H (0.25552, 5.68383, 3.45167)  0.108
H (2.08006, 4.82878, 4.87485)  0.107
H (2.87092, 2.49886, 4.61503)  0.107
H (1.78323, 1.00344, 2.96762)  0.085
H (0.13176, 0.51514, -3.23554)  0.047
H (2.01036, 0.19392, -4.73443)  0.081
H (3.83360, 1.84182, -4.66095)  0.101
H (4.05109, 3.40302, -2.73830)  0.102
H (2.34110, 3.49702, -1.00065)  0.111
H (-3.03577, 0.30853, 4.27700)  0.104
H (-2.31425, -2.28837, 4.44743)  0.107
H (-1.33945, -3.68339, 1.08141)  0.031
H (-0.73020, -3.88599, 2.74891)  0.089
H (1.32315, -4.81385, 2.95664)  0.103
H (2.13913, -7.07889, 2.47619)  0.104
H (2.85969, -7.68664, 0.18826)  0.104
H (2.87746, -5.95902, -1.59053)  0.109
H (2.08294, -3.68525, -1.09631)  0.003
H (3.35342, -1.62020, 1.36144)  0.108
H (4.90092, -0.97328, 3.18507)  0.107
H (4.10130, -0.95138, 5.52623)  0.103
H (1.74887, -1.49922, 6.02950)  0.106
H (0.20446, -2.13418, 4.21596)  0.086
S (-0.41171, -1.68797, -4.97180)  -0.216
Sb (0.49899, -2.75574, -3.17232)  0.355
S (-1.21736, -2.96462, -1.45896)  -0.001
S (1.59480, -0.77744, -1.87102)  0.475
C (-4.28735, 0.58502, -6.00878)  -0.090
C (-4.69213, -0.50344, -5.25229)  -0.083
C (-4.13462, -0.72594, -4.00667)  -0.040
C (-3.16641, 0.13754, -3.48682)  -0.236
C (-2.77415, 1.23770, -4.25940)  -0.040
C (-3.33411, 1.45818, -5.50286)  -0.077
C (-2.60218, -0.19030, -2.17517)  -0.138
C (-1.65346, 0.48514, -1.50326)  -0.186
C (-1.47226, 1.92157, -1.55602)  -0.286
C (-0.25375, 2.63459, -1.70256)  -0.159
C (-0.29330, 4.02501, -1.73411)  -0.031
C (-1.47277, 4.73144, -1.56472)  -0.072
C (-2.66534, 4.04550, -1.37761)  -0.069
C (-2.66324, 2.66855, -1.39219)  -0.067
H (-4.70842, 0.75071, -6.99190)  0.099
H (-5.42976, -1.19113, -5.64531)  0.102
H (-4.43236, -1.59073, -3.42597)  0.114
H (-2.01623, 1.91632, -3.89553)  0.106
H (-3.00885, 2.30313, -6.09628)  0.103
H (-2.99107, -1.10630, -1.75769)  0.034
H (1.13663, 1.38877, -0.80671)  0.028
H (0.62006, 4.58166, -1.89743)  0.107
H (-1.46280, 5.81339, -1.58103)  0.103
H (-3.59761, 4.57807, -1.23997)  0.107
H (-3.58682, 2.11467, -1.28514)  0.125


# 2
ORCA calculation (ωB97M-V/def2-TZVPD) on C17H17Br4N2O2SV as an isolated structure.

LUMO (spin up / spin down) in eV: -1.452 / -1.454
Multiplicity: 1
Charge: 0
HOMO-LUMO gap (spin up / spin down) in Ha: 0.244 / 0.244
Energy in eV: -341672.028

Last column: Löwdin charge in e.
Cartesian coordinates (Å):
V (0.73809, 1.30848, 0.50602)  0.522
Br (-1.73230, 1.17325, 6.98631)  0.706
C (-0.68002, 1.02549, 5.41235)  -0.722
C (0.67759, 0.68014, 5.49764)  -0.731
Br (1.47899, 0.37985, 7.19302)  0.714
C (1.42234, 0.54351, 4.35620)  -0.690
Br (3.20858, 0.07944, 4.30973)  0.854
C (0.84658, 0.79789, 3.15453)  -0.375
O (1.58845, 0.75733, 2.02684)  -0.256
C (-0.48947, 1.18204, 3.04705)  -0.353
O (-0.78860, 1.43733, 1.76276)  -0.208
C (-1.28653, 1.28731, 4.17338)  -0.638
Br (-3.12078, 1.73429, 4.02257)  0.751
S (1.95352, 2.75826, -0.16455)  0.406
C (-4.18895, 0.32994, -1.67438)  -0.015
C (-2.94035, 1.10726, -1.63996)  -0.289
C (-2.38347, 1.99674, -2.53604)  0.029
C (-1.15935, 2.41713, -1.97078)  -0.292
N (-0.98201, 1.80550, -0.77632)  -0.031
N (-2.06835, 1.01156, -0.62321)  0.060
C (-0.24991, 3.44685, -2.55798)  -0.062
H (-4.85989, 0.70870, -2.44378)  0.086
H (-4.72432, 0.32565, -0.72382)  0.088
H (-3.96718, -0.71562, -1.93303)  0.094
H (-2.83215, 2.32004, -3.45369)  0.112
H (-2.20805, 0.48556, 0.22665)  0.159
H (-0.67940, 3.81452, -3.48796)  0.079
H (0.73476, 3.03331, -2.80098)  0.062
H (-0.13178, 4.27885, -1.85433)  0.078
C (1.93784, -2.50727, -3.05633)  -0.049
C (1.87192, -2.60153, -1.52572)  -0.637
C (3.26326, -2.93021, -0.95801)  -0.033
C (0.84505, -3.64181, -1.10122)  -0.051
C (1.45540, -1.31990, -1.00339)  -0.083
C (1.07812, -0.25608, -0.54945)  -0.080
H (2.22312, -3.46483, -3.49469)  0.084
H (2.67233, -1.76188, -3.37858)  0.092
H (0.96740, -2.26832, -3.49231)  0.086
H (3.57037, -3.88510, -1.38791)  0.088
H (3.22226, -2.98345, 0.12414)  0.088
H (3.97940, -2.15824, -1.22780)  0.089
H (1.12460, -4.61122, -1.50602)  0.084
H (-0.16965, -3.37226, -1.45350)  0.096
H (0.78254, -3.74847, -0.02348)  0.086


- Which of these has the highest energy?
  C44H37NP2PdS3Sb


Copy entry 2 word for word.
ORCA calculation (ωB97M-V/def2-TZVPD) on C17H17Br4N2O2SV as an isolated structure.

LUMO (spin up / spin down) in eV: -1.452 / -1.454
Multiplicity: 1
Charge: 0
HOMO-LUMO gap (spin up / spin down) in Ha: 0.244 / 0.244
Energy in eV: -341672.028

Last column: Löwdin charge in e.
Cartesian coordinates (Å):
V (0.73809, 1.30848, 0.50602)  0.522
Br (-1.73230, 1.17325, 6.98631)  0.706
C (-0.68002, 1.02549, 5.41235)  -0.722
C (0.67759, 0.68014, 5.49764)  -0.731
Br (1.47899, 0.37985, 7.19302)  0.714
C (1.42234, 0.54351, 4.35620)  -0.690
Br (3.20858, 0.07944, 4.30973)  0.854
C (0.84658, 0.79789, 3.15453)  -0.375
O (1.58845, 0.75733, 2.02684)  -0.256
C (-0.48947, 1.18204, 3.04705)  -0.353
O (-0.78860, 1.43733, 1.76276)  -0.208
C (-1.28653, 1.28731, 4.17338)  -0.638
Br (-3.12078, 1.73429, 4.02257)  0.751
S (1.95352, 2.75826, -0.16455)  0.406
C (-4.18895, 0.32994, -1.67438)  -0.015
C (-2.94035, 1.10726, -1.63996)  -0.289
C (-2.38347, 1.99674, -2.53604)  0.029
C (-1.15935, 2.41713, -1.97078)  -0.292
N (-0.98201, 1.80550, -0.77632)  -0.031
N (-2.06835, 1.01156, -0.62321)  0.060
C (-0.24991, 3.44685, -2.55798)  -0.062
H (-4.85989, 0.70870, -2.44378)  0.086
H (-4.72432, 0.32565, -0.72382)  0.088
H (-3.96718, -0.71562, -1.93303)  0.094
H (-2.83215, 2.32004, -3.45369)  0.112
H (-2.20805, 0.48556, 0.22665)  0.159
H (-0.67940, 3.81452, -3.48796)  0.079
H (0.73476, 3.03331, -2.80098)  0.062
H (-0.13178, 4.27885, -1.85433)  0.078
C (1.93784, -2.50727, -3.05633)  -0.049
C (1.87192, -2.60153, -1.52572)  -0.637
C (3.26326, -2.93021, -0.95801)  -0.033
C (0.84505, -3.64181, -1.10122)  -0.051
C (1.45540, -1.31990, -1.00339)  -0.083
C (1.07812, -0.25608, -0.54945)  -0.080
H (2.22312, -3.46483, -3.49469)  0.084
H (2.67233, -1.76188, -3.37858)  0.092
H (0.96740, -2.26832, -3.49231)  0.086
H (3.57037, -3.88510, -1.38791)  0.088
H (3.22226, -2.98345, 0.12414)  0.088
H (3.97940, -2.15824, -1.22780)  0.089
H (1.12460, -4.61122, -1.50602)  0.084
H (-0.16965, -3.37226, -1.45350)  0.096
H (0.78254, -3.74847, -0.02348)  0.086